14
Properties=species:S:1:pos:R:3:forces:R:3:nbo_charge:R:1 method="wB97M-V/def2-TZVPD" e_lumo_ev=0.85 total_energy_ha=-374.8396 e_above_lowest_ev=6.033
C 0.878217 -0.398390 0.311236 2.11 0.19 0.88 -0.013
C 0.470247 1.217484 0.056159 0.75 -2.03 3.75 -0.446
C -0.844768 0.463369 -0.373165 -0.11 2.07 -0.18 0.112
C -0.512683 -0.829735 -0.217673 -2.75 0.31 0.70 -0.021
H 2.168115 -0.918144 -1.477850 -0.18 0.15 3.88 0.392
H 2.783143 -1.502479 0.179647 -1.61 1.48 -1.65 0.387
H 0.838816 -0.489845 1.513630 0.86 -0.33 -2.90 0.216
H 1.261105 1.895156 -0.394156 -1.65 -1.12 -0.54 0.257
H 0.534478 1.590398 1.264464 -1.08 -0.64 -3.36 0.213
H -2.947459 1.335733 -0.233564 2.55 -1.33 -0.50 0.427
N 2.204337 -0.766224 -0.360738 -0.55 -1.16 -0.28 -0.899
N -2.202510 0.556115 -0.342464 -3.24 2.30 1.44 -0.387
N -2.786639 -0.614256 0.030170 3.44 -1.59 -1.66 -0.022
N -1.844393 -1.539185 0.044298 1.46 1.70 0.42 -0.216